Entry 1:
{
  "formula": "C3H10S2",
  "method": "the ωB97M-V functional and the def2-TZVPD basis",
  "de_lowest_kcal_mol": 40.02,
  "multiplicity": 1,
  "max_force_ev_per_a": 2.7,
  "homo_ev": -9.0,
  "total_energy_ha": -916.600175,
  "orbital_gap_ev": 9.8,
  "smiles": "CCS.CS",
  "molar_mass_da": 110.2,
  "symbols": ["C", "C", "S", "H", "H", "H", "H", "H", "H", "C", "S", "H", "H", "H", "H"],
  "xyz": [[0.898, 1.756, 0.203], [1.647, 0.391, 0.586], [2.401, -1.085, -0.349], [1.365, 2.589, 0.788], [1.017, 1.889, -0.921], [-0.110, 1.495, 0.559], [0.892, -0.178, 1.269], [2.564, 0.677, 1.187], [2.990, -0.436, -1.328], [-2.428, -0.737, -0.171], [-2.348, -2.547, -0.293], [-1.736, -0.072, -0.603], [-2.510, -0.449, 0.935], [-3.342, -0.462, -0.685], [-1.301, -2.832, -1.176]],
  "forces_ev_per_angstrom": [[1.17, -1.99, -1.15], [0.61, -0.47, 2.60], [-1.43, 0.88, 0.23], [-0.55, -0.75, -0.68], [-0.65, 0.31, 1.48], [0.10, 1.05, -0.71], [1.70, 0.86, -0.97], [-1.38, -0.33, -0.30], [0.38, 0.41, -0.51], [-1.50, 0.12, 1.66], [1.18, -0.45, -0.63], [1.62, 0.05, -0.61], [0.03, -0.54, -1.54], [-0.39, 0.09, 0.28], [-0.91, 0.74, 0.83]]
}


Entry 2:
{
  "formula": "C5H14NO4P2",
  "method": "the ωB97M-V functional and the def2-TZVPD basis",
  "de_lowest_kcal_mol": 77.39,
  "multiplicity": 1,
  "max_force_ev_per_a": 4.9,
  "homo_ev": -2.4,
  "total_energy_ha": -1237.288250,
  "charge": -1,
  "orbital_gap_ev": 5.4,
  "molar_mass_da": 214.1,
  "symbols": ["C", "C", "C", "C", "C", "N", "O", "O", "O", "O", "P", "P", "H", "H", "H", "H", "H", "H", "H", "H", "H", "H", "H", "H", "H", "H"],
  "xyz": [[-0.962, 0.162, 1.284], [-2.783, 0.391, -0.076], [-1.576, -1.628, -0.240], [-0.556, 0.375, -1.058], [2.219, 1.039, 0.574], [-1.440, -0.197, -0.037], [4.124, -1.038, 0.115], [2.562, -0.476, -1.748], [1.622, -1.496, 0.469], [2.562, 1.283, 1.684], [0.962, 2.033, -0.476], [2.539, -0.629, -0.278], [0.058, -0.232, 1.335], [-0.850, 1.309, 1.355], [-1.556, -0.429, 2.048], [-3.404, -0.172, 0.577], [-2.580, 1.449, 0.012], [-3.151, 0.182, -1.096], [-2.161, -2.097, 0.576], [-2.073, -1.840, -1.248], [-0.562, -2.052, 0.061], [0.399, -0.203, -1.161], [-1.230, 0.431, -1.915], [4.257, -0.844, 1.100], [2.102, 3.152, -0.300], [1.478, 1.528, -1.559]],
  "forces_ev_per_angstrom": [[1.56, -0.09, 1.73], [0.60, -0.01, -2.77], [0.70, -2.33, 1.17], [0.47, 0.12, -0.57], [-1.26, -1.22, -2.41], [-0.91, -0.04, 0.17], [-0.55, 0.91, 2.09], [-0.35, -0.18, -0.33], [-1.50, -1.34, 0.86], [0.70, 0.60, 1.86], [0.02, 3.63, 3.28], [3.28, 0.88, -0.12], [-0.08, 0.03, 0.22], [-0.70, -1.98, 0.15], [0.40, 1.28, -0.56], [-0.59, 0.28, 1.08], [-0.82, 0.29, 0.45], [-0.08, 0.34, 0.27], [-0.58, 0.39, -0.29], [1.30, 0.21, 1.40], [-0.87, 0.31, -1.66], [-1.76, -0.23, -0.37], [0.74, 0.04, -0.64], [-0.36, -0.48, -1.97], [-0.37, -0.95, -0.40], [1.02, -0.47, -2.64]]
}


Entry 3:
{
  "formula": "C41H44BrCdIN2OS2Se",
  "method": "the ωB97M-V functional and the def2-TZVPD basis",
  "de_lowest_kcal_mol": 0.00,
  "multiplicity": 1,
  "max_force_ev_per_a": 0.2,
  "homo_ev": -7.5,
  "total_energy_ha": -8010.745731,
  "orbital_gap_ev": 7.9,
  "molar_mass_da": 1043.1,
  "symbols": ["Cd", "C", "C", "C", "C", "C", "C", "Se", "C", "C", "C", "H", "H", "H", "H", "H", "H", "H", "H", "H", "H", "H", "C", "C", "C", "C", "C", "N", "H", "H", "H", "H", "H", "H", "H", "H", "H", "Br", "C", "C", "C", "C", "C", "C", "I", "H", "H", "H", "H", "N", "C", "C", "C", "C", "C", "C", "C", "H", "H", "H", "H", "O", "S", "C", "C", "C", "C", "C", "C", "C", "C", "C", "C", "C", "C", "H", "H", "H", "H", "H", "H", "H", "H", "H", "H", "C", "S", "C", "H", "H", "H", "H", "H", "H"],
  "xyz": [[0.905, 0.721, 0.974], [-3.179, -0.873, 5.727], [-2.184, -0.039, 4.967], [-0.820, -0.255, 5.088], [0.114, 0.546, 4.434], [1.581, 0.297, 4.655], [-0.336, 1.573, 3.599], [0.937, 2.660, 2.610], [-1.715, 1.809, 3.457], [-2.248, 2.906, 2.580], [-2.609, 1.002, 4.151], [-2.715, -1.773, 6.132], [-4.012, -1.173, 5.089], [-3.601, -0.311, 6.563], [-0.464, -1.048, 5.738], [1.731, -0.481, 5.404], [2.089, 1.206, 4.976], [2.074, -0.018, 3.729], [-1.900, 2.787, 1.554], [-1.903, 3.881, 2.928], [-3.338, 2.896, 2.582], [-3.673, 1.190, 4.039], [4.917, -1.850, -1.377], [4.970, -0.812, -0.248], [4.726, -1.484, 1.110], [6.312, -0.070, -0.251], [3.899, 0.171, -0.480], [3.059, 0.934, -0.665], [5.706, -2.585, -1.217], [5.069, -1.382, -2.350], [3.958, -2.366, -1.379], [5.517, -2.215, 1.283], [3.764, -1.995, 1.128], [4.746, -0.751, 1.918], [7.111, -0.790, -0.072], [6.344, 0.684, 0.535], [6.492, 0.417, -1.209], [-1.983, 5.837, -0.028], [-0.107, 5.600, -0.050], [0.682, 6.631, 0.442], [2.059, 6.492, 0.472], [2.649, 5.327, 0.008], [1.862, 4.299, -0.485], [0.480, 4.433, -0.516], [-0.632, 2.803, -1.187], [0.209, 7.531, 0.807], [2.668, 7.296, 0.864], [3.724, 5.208, 0.036], [2.320, 3.385, -0.838], [1.598, -6.800, 0.278], [1.551, -5.657, 0.402], [1.467, -4.231, 0.547], [1.298, -3.661, 1.805], [1.155, -2.285, 1.922], [1.194, -1.432, 0.812], [1.375, -2.043, -0.436], [1.501, -3.415, -0.582], [1.263, -4.297, 2.681], [0.990, -1.879, 2.915], [1.394, -1.438, -1.334], [1.610, -3.859, -1.564], [-1.558, 0.277, 0.583], [-1.972, -0.976, 1.307], [-3.734, -0.781, 1.564], [-4.369, 0.338, 1.056], [-5.724, 0.507, 1.303], [-6.420, -0.435, 2.048], [-5.765, -1.549, 2.557], [-4.410, -1.722, 2.323], [-2.022, -2.252, 0.048], [-2.000, -3.580, 0.440], [-1.968, -4.570, -0.532], [-1.940, -4.219, -1.874], [-1.947, -2.881, -2.251], [-1.987, -1.886, -1.287], [-3.794, 1.070, 0.503], [-6.235, 1.379, 0.918], [-7.476, -0.298, 2.240], [-6.308, -2.276, 3.148], [-3.882, -2.574, 2.735], [-1.981, -3.840, 1.492], [-1.935, -5.611, -0.240], [-1.897, -4.991, -2.631], [-1.905, -2.617, -3.300], [-1.953, -0.836, -1.550], [1.668, 1.100, -4.003], [0.365, -0.036, -3.500], [-0.830, 0.351, -4.794], [1.287, 2.121, -4.027], [2.068, 0.825, -4.978], [2.454, 1.039, -3.253], [-0.467, 0.032, -5.770], [-1.037, 1.421, -4.805], [-1.752, -0.180, -4.566]],
  "forces_ev_per_angstrom": [[-0.05, -0.04, 0.19], [-0.01, -0.01, -0.01], [-0.01, 0.00, 0.01], [0.03, 0.04, 0.08], [0.02, -0.01, 0.04], [-0.03, -0.08, -0.06], [-0.04, 0.10, -0.08], [-0.06, -0.09, -0.09], [0.02, -0.05, 0.03], [0.01, -0.02, 0.08], [0.03, -0.03, -0.02], [0.00, 0.00, 0.00], [0.00, 0.00, -0.01], [0.01, 0.00, 0.01], [0.00, -0.02, -0.01], [0.00, -0.01, 0.01], [0.00, 0.00, 0.00], [0.03, 0.03, 0.02], [0.02, 0.01, 0.01], [0.00, 0.02, -0.06], [-0.01, 0.03, 0.02], [-0.02, -0.01, 0.01], [0.01, 0.02, 0.00], [0.00, -0.05, 0.01], [0.01, 0.01, -0.02], [0.00, 0.01, 0.00], [0.00, 0.05, -0.04], [0.02, 0.04, 0.00], [0.01, -0.01, 0.00], [0.01, 0.00, -0.01], [0.03, 0.00, 0.00], [0.02, 0.00, 0.00], [0.04, 0.00, 0.00], [-0.01, 0.00, 0.01], [0.01, -0.01, 0.00], [0.00, 0.00, 0.00], [0.00, 0.01, -0.01], [0.01, 0.03, -0.01], [-0.02, -0.03, 0.03], [0.00, 0.01, 0.01], [-0.02, 0.01, 0.00], [0.00, -0.02, 0.00], [0.02, 0.04, -0.03], [-0.09, 0.00, 0.01], [0.20, 0.02, -0.14], [0.00, 0.00, 0.00], [0.00, 0.01, 0.01], [0.01, 0.00, 0.00], [0.00, -0.03, 0.01], [0.00, -0.03, 0.00], [0.00, -0.02, 0.00], [-0.01, 0.08, -0.02], [-0.01, -0.01, 0.02], [-0.05, 0.04, 0.05], [-0.01, 0.01, -0.10], [-0.05, 0.04, 0.03], [-0.02, -0.04, 0.02], [0.00, 0.00, 0.00], [0.02, 0.01, 0.00], [0.01, 0.01, -0.03], [0.00, 0.00, 0.00], [0.09, 0.05, 0.03], [-0.10, 0.03, -0.03], [-0.01, -0.02, -0.04], [0.03, 0.01, 0.02], [0.01, -0.01, 0.01], [-0.01, 0.00, 0.00], [0.00, 0.00, 0.01], [-0.01, 0.00, -0.02], [0.03, 0.01, 0.05], [0.00, -0.01, -0.01], [0.01, 0.00, 0.02], [0.00, 0.00, -0.01], [-0.01, -0.01, 0.00], [-0.01, 0.00, 0.01], [0.00, -0.01, -0.02], [0.00, 0.01, 0.00], [0.00, 0.00, 0.00], [0.00, -0.01, 0.00], [-0.01, -0.02, 0.01], [0.02, -0.01, 0.01], [0.00, -0.01, 0.00], [0.00, -0.01, 0.00], [0.00, 0.02, -0.01], [0.00, 0.01, 0.00], [-0.04, -0.02, 0.07], [-0.02, -0.02, -0.10], [0.00, -0.05, 0.06], [0.00, 0.01, 0.01], [0.01, 0.01, 0.00], [0.04, 0.01, 0.01], [0.00, 0.02, -0.01], [-0.01, 0.01, 0.00], [-0.01, -0.01, -0.01]]
}


Entry 4:
{
  "formula": "C10H21AlNO7",
  "method": "the ωB97M-V functional and the def2-TZVPD basis",
  "multiplicity": 2,
  "max_force_ev_per_a": 4.0,
  "homo_ev": [-16.6, -16.3],
  "total_energy_ha": -1216.596034,
  "charge": 2,
  "orbital_gap_ev": [4.4, 3.7],
  "s2": 1.758,
  "molar_mass_da": 294.3,
  "symbols": ["Al", "O", "H", "C", "C", "C", "N", "C", "C", "C", "C", "C", "H", "H", "H", "H", "H", "H", "H", "H", "H", "H", "H", "H", "H", "H", "H", "H", "H", "H", "O", "C", "O", "O", "H", "O", "C", "O", "O", "H"],
  "xyz": [[-0.712, -6.545, 1.893], [1.044, -4.400, 2.471], [1.801, -3.847, 2.196], [3.682, 2.254, 1.664], [2.821, 1.053, 1.288], [3.249, 0.278, 0.046], [2.419, -0.999, -0.138], [2.601, -1.992, 1.043], [2.767, -1.726, -1.435], [1.491, -2.354, -2.017], [0.399, -1.880, -1.157], [0.901, -0.747, -0.316], [3.144, 3.092, 2.107], [3.863, 2.803, 0.740], [4.604, 2.124, 2.230], [1.957, 1.676, 1.055], [2.639, 0.488, 2.202], [4.313, 0.125, 0.227], [3.068, 0.792, -0.898], [3.678, -2.135, 0.960], [1.975, -2.845, 0.780], [2.367, -1.481, 1.977], [3.576, -2.438, -1.270], [3.062, -0.946, -2.137], [1.619, -3.436, -1.997], [1.391, -2.058, -3.061], [0.101, -2.664, -0.461], [-0.419, -1.679, -1.849], [0.346, -0.648, 0.617], [0.846, 0.204, -0.846], [-0.403, -2.266, 2.060], [-1.602, -2.620, 1.536], [-2.003, -3.818, 1.374], [-2.341, -1.598, 1.381], [-0.048, -3.131, 2.278], [2.665, -5.446, 4.604], [2.129, -6.537, 5.001], [1.102, -6.852, 4.299], [2.512, -7.073, 6.066], [2.031, -5.294, 3.899]],
  "forces_ev_per_angstrom": [[-0.02, 0.89, -0.20], [0.41, -0.85, 0.64], [-0.37, -0.72, 0.23], [0.92, 1.14, -0.90], [-1.06, 1.87, 0.33], [-0.61, -0.10, 0.96], [-0.79, -1.21, 0.85], [0.79, 1.77, -1.77], [0.20, 0.69, -0.46], [2.29, -0.90, -0.38], [-1.45, -0.61, 0.49], [0.42, 1.54, -0.48], [-0.52, -0.67, 0.86], [0.89, -0.27, -0.40], [-0.02, -0.31, -0.24], [-0.95, -1.01, -0.05], [-0.12, -0.39, -0.36], [0.06, -0.98, -0.75], [0.29, 0.41, 0.29], [-0.11, -0.82, 0.53], [0.33, 0.05, 0.22], [-0.28, -0.32, -0.20], [0.04, 0.29, 0.07], [0.49, -0.05, 0.23], [-0.30, -0.02, -0.14], [-0.02, 0.00, 0.13], [-0.29, -0.20, -0.23], [-0.45, 0.50, 0.78], [0.63, 0.05, 0.07], [-0.06, 0.07, -0.02], [-2.26, 0.42, -1.28], [0.49, -2.93, 1.49], [1.20, 3.26, 0.05], [-0.92, 0.30, -0.73], [1.48, -1.48, 0.81], [1.06, -0.64, 0.92], [0.48, 0.52, 1.93], [-0.76, -1.54, 0.04], [-0.19, -0.49, -0.51], [-0.89, 2.74, -2.84]]
}


Entry 5:
{
  "formula": "C3F27O9P3PdS3",
  "method": "the ωB97M-V functional and the def2-TZVPD basis",
  "de_lowest_kcal_mol": 113.41,
  "multiplicity": 3,
  "max_force_ev_per_a": 5.8,
  "homo_ev": [1.6, 1.6],
  "total_energy_ha": -5834.836351,
  "charge": -4,
  "orbital_gap_ev": [7.0, 7.0],
  "s2": 2.002,
  "molar_mass_da": 988.5,
  "symbols": ["Pd", "C", "F", "F", "F", "S", "O", "O", "O", "C", "F", "F", "F", "S", "O", "O", "O", "C", "F", "F", "F", "S", "O", "O", "O", "P", "F", "F", "F", "F", "F", "F", "P", "F", "F", "F", "F", "F", "F", "P", "F", "F", "F", "F", "F", "F"],
  "xyz": [[-20.055, -6.126, -8.432], [-23.585, -3.091, -9.443], [-23.707, -3.623, -10.662], [-22.566, -2.277, -9.479], [-24.766, -2.535, -9.074], [-23.218, -4.516, -8.208], [-21.982, -5.217, -8.558], [-23.291, -3.920, -6.871], [-24.332, -5.461, -8.401], [-22.501, -9.938, -10.733], [-21.300, -10.189, -11.298], [-23.470, -10.133, -11.625], [-22.752, -10.785, -9.701], [-22.634, -8.114, -10.050], [-23.073, -7.276, -11.217], [-23.647, -8.102, -8.946], [-21.360, -7.692, -9.420], [-21.696, -7.556, -4.237], [-20.385, -7.796, -3.946], [-22.408, -8.360, -3.477], [-22.035, -6.261, -3.960], [-21.995, -8.021, -6.047], [-23.426, -7.700, -6.374], [-21.057, -7.263, -6.888], [-21.724, -9.434, -6.162], [-18.749, -4.022, -6.618], [-18.016, -5.300, -7.284], [-18.174, -4.376, -5.131], [-17.608, -2.964, -7.121], [-19.803, -2.882, -6.024], [-19.511, -3.817, -8.032], [-19.984, -5.054, -6.407], [-17.822, -8.799, -7.399], [-16.699, -9.685, -6.681], [-18.957, -9.921, -7.076], [-18.049, -7.949, -6.037], [-18.702, -7.727, -8.295], [-16.560, -7.793, -7.735], [-17.521, -9.635, -8.788], [-18.769, -5.052, -11.362], [-20.079, -4.453, -10.569], [-17.840, -3.857, -10.811], [-18.467, -5.795, -9.942], [-17.518, -5.785, -12.013], [-19.785, -6.365, -11.690], [-19.099, -4.268, -12.750]],
  "forces_ev_per_angstrom": [[-2.42, -1.29, -0.49], [0.40, -3.67, 1.21], [-0.54, 0.45, -0.28], [0.17, 1.83, 0.04], [0.74, 0.68, -0.56], [-2.51, -3.46, 2.07], [-0.49, 2.29, -0.56], [0.79, 0.84, -1.36], [0.59, 2.20, -0.70], [0.23, 1.73, 1.76], [-0.83, -0.39, 0.28], [0.01, -0.34, -0.57], [0.69, 0.05, -0.92], [-2.59, 4.55, 2.57], [1.26, -2.50, 1.21], [1.47, -1.91, -3.29], [-0.05, -1.87, -2.29], [1.05, 0.67, -1.98], [-0.86, 0.73, 0.25], [-0.73, -0.35, 1.02], [0.63, -1.36, 0.07], [-3.33, 0.52, -4.33], [3.05, -0.13, 2.50], [-0.39, -0.32, 2.38], [0.27, -0.30, 1.51], [-2.96, -0.47, -0.56], [1.81, 0.77, 0.55], [0.34, 1.08, -1.22], [-0.42, -0.72, 1.53], [2.04, 0.30, 0.37], [0.76, 1.63, -1.42], [-0.23, -0.50, 2.36], [1.68, 0.38, -0.65], [0.30, -1.36, 1.11], [0.34, 1.71, -0.01], [-0.80, -0.79, -0.62], [0.09, -1.90, 0.62], [0.06, 0.18, -0.43], [-0.17, 0.43, 0.09], [-2.81, -1.21, 1.67], [0.48, 1.01, -1.35], [-0.02, 0.48, -0.83], [1.07, -0.59, 0.15], [0.27, -0.12, -0.55], [1.54, 1.40, -0.95], [0.00, -0.39, 0.61]]
}